Record 1
72
Properties=species:S:1:pos:R:3:forces:R:3 method="wB97M-V/def2-TZVPD" homo_energy_ev="-1.0 / -1.0" relative_energy_ev=0.213 orbital_gap_ev="4.77 / 4.80" total_charge=-2 spin_multiplicity=2 e_lumo_ev="3.7785 / 3.7932"
Pd 0.122 -0.331 -1.630 -0.3 -0.2 -0.2
C 4.017 -4.190 -1.125 0.0 0.0 0.0
C 3.236 -2.996 -0.610 -0.1 0.0 0.1
O 3.248 -1.930 -1.550 0.0 0.1 0.0
P 2.193 -1.819 -2.766 0.5 -0.5 -0.3
S 2.153 0.082 -3.286 -0.2 -0.2 0.2
S 0.564 -2.893 -2.403 0.1 0.2 0.0
O 2.963 -2.704 -3.921 -0.3 0.0 0.0
C 3.864 -2.128 -4.843 0.2 0.1 0.0
C 5.275 -2.096 -4.283 0.0 0.1 -0.1
H 4.090 -4.952 -0.347 0.0 -0.1 0.0
H 5.025 -3.892 -1.417 0.0 0.0 0.0
H 3.523 -4.621 -1.995 0.0 0.0 0.0
H 3.681 -2.588 0.297 0.0 0.0 0.0
H 2.202 -3.268 -0.385 0.1 0.0 0.0
H 3.537 -1.116 -5.101 0.0 -0.1 0.0
H 3.813 -2.748 -5.744 0.0 0.0 0.0
H 5.310 -1.451 -3.406 0.0 0.0 0.0
H 5.973 -1.709 -5.029 0.0 0.0 0.0
H 5.596 -3.095 -3.989 0.0 -0.1 0.0
Te -0.743 2.062 -2.270 -0.3 0.7 -0.3
C -2.759 2.501 -1.780 0.1 -0.1 0.0
C -3.759 1.538 -1.615 0.0 -0.2 -0.2
C -5.050 1.874 -1.239 -0.1 0.0 -0.1
C -5.401 3.198 -1.023 -0.1 0.0 0.0
C -4.431 4.175 -1.202 -0.1 0.1 0.0
C -3.142 3.831 -1.570 0.1 0.1 0.0
H -3.516 0.498 -1.790 0.0 0.1 0.0
H -5.790 1.091 -1.115 0.0 0.0 0.0
H -6.405 3.463 -0.714 0.0 0.0 0.0
H -4.681 5.219 -1.048 0.0 0.0 0.0
H -2.398 4.607 -1.690 0.1 0.1 0.0
N -5.549 -4.489 1.172 0.9 0.8 -0.5
C -4.734 -3.784 0.740 -0.9 -0.8 0.5
C -3.722 -2.908 0.203 0.0 0.0 0.1
C -2.796 -2.306 1.060 -0.2 -0.2 -0.4
C -1.852 -1.464 0.496 0.0 0.1 -0.4
N -1.815 -1.219 -0.821 0.1 -0.3 0.3
C -2.692 -1.814 -1.641 0.3 0.2 0.4
C -3.673 -2.669 -1.173 0.1 0.1 0.3
H -2.807 -2.489 2.126 0.0 0.0 0.0
H -1.087 -0.971 1.094 0.0 0.0 -0.1
H -2.584 -1.588 -2.698 0.1 0.0 0.1
H -4.371 -3.136 -1.853 0.0 0.0 0.1
C -3.380 1.493 1.814 0.1 0.1 0.0
C -2.045 1.906 2.374 0.0 0.0 0.0
C -1.139 2.608 1.585 -0.1 0.0 0.0
C 0.100 2.975 2.083 0.0 0.0 0.2
C 0.439 2.639 3.388 0.0 0.0 0.0
C -0.447 1.931 4.190 0.0 0.0 -0.1
C -1.687 1.575 3.680 0.1 0.0 0.0
S 2.064 3.039 3.984 -0.6 0.0 0.0
O 2.156 2.547 5.339 0.2 0.1 -0.1
O 2.297 4.430 3.705 0.1 0.0 0.1
N 3.060 2.176 3.046 0.1 -0.1 -0.4
C 2.998 0.714 3.219 0.0 -0.1 0.0
C 3.330 0.044 1.884 -0.1 0.1 0.0
C 2.198 0.385 0.878 0.3 0.6 0.4
O 2.122 1.592 0.547 0.4 0.2 0.1
O 1.419 -0.524 0.572 -0.6 -1.0 -0.2
H -3.521 1.884 0.808 0.0 0.0 0.1
H -4.199 1.850 2.441 0.0 0.0 0.0
H -3.460 0.406 1.760 0.0 0.0 0.0
H -1.381 2.841 0.554 0.0 0.0 0.1
H 0.802 3.481 1.439 0.0 0.0 0.0
H -0.153 1.666 5.194 0.0 0.0 0.1
H -2.379 1.016 4.299 0.0 0.0 0.0
H 2.831 2.344 2.034 0.1 0.1 0.2
H 1.987 0.398 3.510 0.0 0.0 0.0
H 3.676 0.426 4.025 0.0 0.0 -0.1
H 3.403 -1.032 2.037 -0.1 0.0 0.0
H 4.282 0.415 1.495 0.0 0.0 0.1

=====

Record 2
17
Properties=species:S:1:pos:R:3:forces:R:3 method="wB97M-V/def2-TZVPD" homo_energy_ev="-5.1 / -5.1" smiles="O=C1C=CC=C[C@]1(O)S(=O)(=O)[O-]" relative_energy_ev=1.453 orbital_gap_ev="8.03 / 8.03" total_charge=-1 e_lumo_ev="2.9530 / 2.9528"
O 1.453 2.394 -1.219 0.2 -0.4 0.7
C 0.999 1.397 -0.674 0.0 -0.4 -1.3
C 1.254 0.022 -1.121 -1.6 -2.1 1.2
C 0.555 -1.048 -0.595 1.9 0.8 -1.2
C -0.187 -1.046 0.599 0.0 4.1 0.8
C -0.466 0.141 1.178 2.8 1.3 -5.8
C -0.164 1.423 0.248 -2.2 -1.4 1.1
O -0.433 2.605 0.853 3.1 -0.3 3.5
S -1.765 1.457 -0.951 0.1 0.2 -1.0
O -2.803 0.981 -0.088 -1.0 -0.5 1.1
O -1.887 2.906 -1.209 0.4 -0.9 -0.1
O -1.534 0.611 -2.100 0.3 0.2 -0.3
H 1.771 -0.310 -1.982 0.9 0.8 -0.9
H 0.663 -1.985 -1.118 0.1 -0.3 -0.1
H -0.577 -1.829 1.087 -1.0 -3.4 1.2
H -1.047 0.296 1.977 -2.0 0.5 2.9
H -1.104 3.050 0.413 -2.0 1.7 -1.7

=====

Record 3
6
Properties=species:S:1:pos:R:3:forces:R:3 method="wB97M-V/def2-TZVPD" homo_energy_ev=-10.9 relative_energy_ev=0.681 orbital_gap_ev=9.46 e_lumo_ev=-1.4259
C 0.119 -1.102 0.093 -2.2 -1.5 2.3
N -0.291 0.233 -0.056 0.8 0.6 -0.2
O 0.871 -1.719 -0.599 -0.1 0.6 0.3
O -0.450 2.660 -0.491 0.2 0.1 0.1
S 0.369 1.610 0.049 -0.7 -1.5 -0.2
H -0.617 -1.682 1.004 2.1 1.7 -2.4

=====

Record 4
75
Properties=species:S:1:pos:R:3:forces:R:3 method="wB97M-V/def2-TZVPD" homo_energy_ev="-6.6 / -6.6" relative_energy_ev=0.000 orbital_gap_ev="6.98 / 6.81" e_lumo_ev="0.3834 / 0.2573"
Ce 0.041 -0.179 -0.567 2.8 1.0 0.3
P -0.495 -3.025 -1.153 0.0 -1.1 -0.1
P 1.187 2.757 -1.065 0.1 0.4 0.3
N 2.074 -0.622 -0.821 -3.2 0.5 0.1
H -3.045 -0.264 -2.037 -0.1 0.4 -0.6
C -0.585 -3.678 -2.864 -0.1 0.2 -0.2
H -0.986 -4.702 -2.859 0.1 0.2 0.0
H 0.416 -3.680 -3.315 -0.3 0.0 0.1
H -1.240 -3.035 -3.467 0.2 -0.2 0.1
C -2.052 -3.716 -0.471 -0.1 0.1 0.1
H -2.116 -4.791 -0.689 0.0 0.3 0.1
H -2.908 -3.199 -0.925 0.2 -0.2 0.1
H -2.084 -3.557 0.615 0.0 -0.1 -0.2
C 0.745 -4.179 -0.445 0.0 0.1 0.1
H 0.360 -5.209 -0.461 0.1 0.3 0.0
H 0.972 -3.889 0.590 0.0 -0.1 -0.2
H 1.671 -4.120 -1.033 -0.2 0.1 0.2
C 1.540 3.601 -2.662 -0.1 -0.2 -0.3
H 1.820 4.653 -2.505 -0.1 -0.3 0.0
H 0.649 3.558 -3.303 0.2 0.0 0.1
H 2.360 3.083 -3.177 -0.2 0.1 0.1
C 0.085 4.028 -0.313 -0.1 0.0 0.0
H 0.478 5.041 -0.487 -0.1 -0.2 0.1
H -0.016 3.851 0.766 0.0 0.0 -0.3
H -0.914 3.947 -0.765 0.2 0.0 0.1
C 2.770 3.108 -0.195 0.0 -0.1 0.0
H 2.997 4.185 -0.193 -0.1 -0.3 0.0
H 3.578 2.562 -0.701 -0.2 0.1 0.2
H 2.705 2.742 0.838 0.1 0.1 -0.2
C 3.367 -1.000 -0.774 1.3 -0.3 0.1
C 5.387 -1.911 -1.817 0.3 0.0 0.4
C 4.095 -1.421 -1.933 -0.4 0.2 0.6
C 4.064 -1.020 0.472 -0.3 -0.1 -0.5
C 5.328 -1.571 0.583 0.2 0.0 -0.4
C 6.010 -2.015 -0.562 -0.1 0.0 0.0
H 5.931 -2.226 -2.708 -0.2 0.1 0.2
H 3.593 -1.354 -2.899 0.1 -0.1 0.2
H 3.544 -0.621 1.342 0.2 -0.2 -0.3
H 5.782 -1.650 1.572 0.0 0.1 -0.3
H 7.019 -2.430 -0.478 -0.4 0.1 0.0
C -2.571 0.621 -2.533 0.3 -0.5 0.7
O -1.223 0.605 -2.048 -0.6 0.0 -0.3
C -2.538 0.472 -4.049 0.1 -0.1 -0.3
H -3.478 0.767 -4.534 0.1 -0.1 0.2
H -2.311 -0.560 -4.339 0.0 0.1 0.0
H -1.740 1.108 -4.460 -0.2 -0.1 0.2
C -3.315 1.871 -2.086 0.1 0.5 0.0
H -2.941 2.746 -2.642 -0.1 -0.2 0.1
H -3.179 2.065 -1.016 0.0 -0.1 -0.2
H -4.397 1.798 -2.274 0.3 -0.1 0.0
C 1.526 -1.215 2.934 0.2 -0.1 0.2
Si -0.030 -0.214 3.205 -0.6 0.3 -0.8
C -1.290 -1.270 4.101 -0.1 -0.1 0.2
C 0.348 1.267 4.281 0.2 0.1 0.4
N -0.698 0.274 1.646 0.6 -0.5 -0.4
C -1.979 0.843 1.648 -0.3 -0.1 0.2
C -3.079 0.116 1.114 0.4 0.5 0.5
C -4.377 0.592 1.279 0.1 0.3 -0.1
C -4.599 1.825 1.900 0.0 0.0 0.0
C -3.521 2.589 2.362 0.0 -0.2 -0.2
C -2.220 2.117 2.229 -0.2 -0.5 -0.3
H 1.625 -1.956 3.741 0.0 0.1 -0.2
H 2.412 -0.570 2.981 -0.2 -0.2 0.0
H 1.552 -1.761 1.981 0.0 0.1 0.1
H -0.911 -1.518 5.103 -0.1 0.0 -0.2
H -2.254 -0.759 4.224 0.2 -0.1 0.0
H -1.474 -2.209 3.564 0.0 0.1 0.1
H 0.982 1.999 3.764 -0.1 -0.1 0.1
H -0.559 1.784 4.621 0.2 -0.1 -0.1
H 0.887 0.930 5.179 -0.1 0.1 -0.1
H -2.885 -0.856 0.646 -0.1 0.2 0.2
H -5.215 -0.007 0.917 0.2 0.2 0.1
H -5.615 2.201 2.016 0.2 -0.1 0.0
H -3.697 3.560 2.827 0.0 -0.3 -0.1
H -1.363 2.694 2.583 -0.3 -0.2 -0.1

=====

Record 5
10
Properties=species:S:1:pos:R:3:forces:R:3 method="wB97M-V/def2-TZVPD" homo_energy_ev=-9.8 relative_energy_ev=0.421 orbital_gap_ev=10.15 e_lumo_ev=0.3190
C -1.339 1.072 0.111 0.1 0.2 0.3
C -0.085 0.823 0.417 1.7 -3.1 -1.9
C 0.667 -0.688 -0.178 -0.8 3.2 1.9
O -0.311 -1.542 -0.483 -0.4 -0.3 -0.2
Br 1.181 1.977 1.156 -0.3 0.2 0.1
Br 1.835 -0.217 -1.696 -0.3 -0.2 0.3
Br 1.793 -1.332 1.318 -0.2 -0.2 -0.4
H -1.796 2.019 0.353 0.0 0.1 0.1
H -1.956 0.335 -0.372 0.0 -0.2 -0.1
H 0.011 -2.446 -0.627 0.1 0.3 0.0

=====

Record 6
18
Properties=species:S:1:pos:R:3:forces:R:3 method="wB97M-V/def2-TZVPD" homo_energy_ev=-9.9 smiles="CC(C)NC=O.O" relative_energy_ev=0.667 orbital_gap_ev=10.58 e_lumo_ev=0.6920
C -0.452 -0.784 -1.010 -0.9 -1.2 -0.5
C 0.601 0.218 -0.645 -1.2 0.9 0.9
C 0.790 0.282 0.889 0.5 0.3 -0.8
N 0.301 1.550 -1.211 0.4 0.1 0.0
C -0.693 2.370 -0.806 -0.5 -0.3 0.6
O -1.582 2.045 -0.039 0.2 0.0 -0.1
H -1.400 -0.630 -0.514 -0.2 0.5 0.4
H -0.186 -1.807 -0.732 0.4 0.1 0.0
H -0.734 -0.824 -2.066 0.5 0.2 -0.1
H 1.526 -0.024 -1.077 1.2 -0.6 -0.7
H 1.806 0.598 1.134 0.0 0.0 0.0
H 0.109 1.020 1.277 -0.4 -0.1 0.4
H 0.626 -0.707 1.303 -0.1 0.0 0.2
H 1.002 1.933 -1.822 -0.1 0.1 0.0
H -0.659 3.399 -1.195 0.2 -0.1 -0.3
O -0.401 -3.231 2.255 -0.1 -0.8 0.1
H 0.443 -2.781 2.266 -0.1 0.4 -0.1
H -1.097 -2.628 1.993 0.2 0.4 0.0

=====

Record 7
58
Properties=species:S:1:pos:R:3:forces:R:3 method="wB97M-V/def2-TZVPD" homo_energy_ev=-11.9 relative_energy_ev=9.508 orbital_gap_ev=1.39 e_lumo_ev=-10.4605
Tl 1.820 2.265 0.166 0.1 0.0 -0.2
As 6.654 4.087 -2.994 -0.7 0.1 0.5
F 6.014 4.192 -1.294 0.5 0.3 -1.3
F 8.289 3.919 -2.393 -1.1 0.4 -0.3
F 7.229 3.893 -4.637 -0.4 0.1 1.2
F 4.960 4.012 -3.583 0.8 0.4 0.3
F 6.605 5.855 -3.107 0.3 -1.6 0.2
F 6.373 2.352 -2.738 0.5 0.2 -0.4
As -1.910 3.591 -5.544 0.7 0.2 -0.7
F -0.804 3.904 -4.153 -1.1 -0.2 -1.1
F -0.403 3.731 -6.615 -2.3 -0.2 1.3
F -2.991 3.262 -6.944 1.6 0.4 1.6
F -3.267 3.332 -4.452 0.8 0.3 -0.5
F -2.271 5.364 -5.643 0.6 -2.3 0.0
F -1.547 1.819 -5.335 -0.3 1.7 -0.4
As -1.169 -1.594 5.477 -0.7 0.0 1.0
F -2.212 -0.279 6.077 0.9 -1.1 -0.5
F -1.582 -2.582 6.947 0.0 0.6 -1.7
F -0.148 -2.865 4.827 -0.6 0.7 0.5
F -0.718 -0.553 4.121 0.0 -0.5 0.8
F 0.154 -1.040 6.551 -0.7 0.0 -1.3
F -2.563 -2.238 4.551 1.2 0.4 0.9
C 4.246 -6.180 1.555 0.5 -0.8 -0.1
O 3.971 -4.796 1.548 0.3 1.8 0.6
C 4.859 -3.818 1.857 0.8 0.3 -0.8
O 4.601 -2.629 1.638 0.6 -2.5 0.8
O 6.045 -4.350 2.285 -1.3 -0.3 -0.4
C 7.153 -3.563 2.719 -0.4 2.1 0.3
H 3.336 -6.651 1.185 0.2 0.1 0.0
H 4.501 -6.623 2.517 -0.2 0.5 0.4
H 5.097 -6.426 0.918 0.0 0.1 -0.3
H 7.207 -2.634 2.151 0.1 -0.2 -0.5
H 8.118 -4.069 2.686 -0.6 -0.5 -0.2
H 6.965 -3.173 3.719 0.0 -0.5 0.3
C -2.059 -4.812 -0.978 3.8 -1.9 0.8
O -2.977 -3.821 -1.195 -1.9 -1.3 0.2
C -2.631 -2.605 -1.387 1.0 1.2 -0.8
O -1.524 -2.137 -1.110 -1.6 0.0 -0.4
O -3.605 -1.927 -1.986 1.3 1.2 0.0
C -4.663 -2.526 -2.739 -0.5 -0.2 0.8
H -2.426 -5.764 -0.594 -0.9 0.5 -0.4
H -1.227 -4.575 -0.315 -0.6 0.8 0.9
H -1.380 -4.992 -1.811 -0.9 -0.1 -1.0
H -5.404 -2.756 -1.973 -0.5 0.0 -0.2
H -4.440 -3.477 -3.223 0.5 0.2 -0.1
H -5.023 -1.766 -3.432 0.2 -0.2 0.1
C -3.783 6.418 0.648 -1.9 1.0 0.0
O -4.759 5.441 1.224 2.6 -0.9 -0.5
C -4.351 4.180 1.546 0.4 1.5 -1.2
O -3.250 3.697 1.279 -1.9 0.5 0.6
O -5.403 3.633 2.139 1.9 1.8 -0.7
C -5.585 2.282 2.052 -1.9 -2.8 1.8
H -4.538 7.097 0.249 0.2 0.6 0.4
H -3.204 6.279 -0.265 0.1 -1.6 0.3
H -3.192 6.899 1.428 -0.2 -0.3 0.0
H -6.233 1.999 1.223 0.4 0.2 -0.4
H -6.193 2.138 2.945 -0.2 -0.6 0.0
H -4.765 1.582 2.213 0.6 0.6 -0.5

=====

Record 8
50
Properties=species:S:1:pos:R:3:forces:R:3 method="wB97M-V/def2-TZVPD" homo_energy_ev=-0.8 relative_energy_ev=0.000 orbital_gap_ev=5.49 total_charge=-2 e_lumo_ev=4.6646
O 3.084 2.530 1.038 -0.3 -1.0 0.6
C 2.314 1.962 1.701 -0.1 1.1 -0.3
Co 0.688 1.807 2.564 1.5 1.7 -3.7
C 0.405 3.550 2.784 -0.1 1.1 0.9
O 0.186 4.687 2.872 0.3 -1.6 -0.3
C -0.352 1.497 1.213 -1.8 0.6 -2.6
O -1.059 1.400 0.307 1.0 -0.1 1.3
C 0.878 0.594 3.888 1.0 -0.2 3.8
C -0.440 0.906 3.647 -0.1 -1.2 0.7
C -1.710 0.990 4.104 -1.0 0.3 1.0
C -2.879 0.575 3.392 -0.6 1.0 -0.4
C -4.172 1.099 3.713 0.4 -0.3 -0.3
C -5.292 0.706 2.993 0.4 -0.4 -0.1
C -5.154 -0.292 2.006 -0.2 0.2 0.1
C -3.909 -0.868 1.762 0.2 0.4 0.2
C -2.761 -0.419 2.407 -0.8 0.2 0.4
Co 2.090 -0.225 2.530 0.2 -1.2 0.3
C 3.840 -0.151 2.482 1.5 0.8 0.2
O 5.000 -0.121 2.426 -1.0 -0.3 0.0
C 1.405 -0.835 1.018 -0.9 -0.7 -1.8
O 1.010 -1.298 0.043 0.5 0.5 0.9
C 2.064 -1.788 3.350 -0.5 -0.4 1.0
O 2.074 -2.808 3.894 0.1 1.0 -0.8
H 1.307 0.591 4.910 -0.1 0.3 -0.5
H -1.900 1.474 5.077 0.4 -1.1 0.3
H -4.243 1.821 4.534 0.0 -0.2 -0.3
H -6.269 1.142 3.216 0.2 -0.1 -0.1
H -6.014 -0.624 1.418 0.2 0.0 0.3
H -3.813 -1.700 1.096 -0.3 0.1 -0.1
H -1.796 -0.882 2.234 -0.2 0.0 -0.1
F -2.209 -5.712 0.611 0.0 0.1 -0.7
C -2.334 -5.155 -0.610 -0.2 0.4 -0.3
F -1.166 -5.274 -1.275 -0.5 -0.4 0.3
F -3.299 -5.834 -1.295 0.9 0.3 0.6
S -2.788 -3.344 -0.430 0.0 1.9 -2.0
C -2.685 -2.741 -2.052 0.5 -1.9 0.4
C -3.487 -1.747 -2.661 -0.5 0.2 0.5
C -3.768 -1.773 -4.064 0.3 0.0 0.7
C -4.486 -0.756 -4.664 0.0 0.4 0.5
C -4.970 0.319 -3.889 0.0 -0.1 -0.3
C -4.738 0.346 -2.502 0.0 -0.4 -0.2
C -4.018 -0.678 -1.886 -0.2 0.3 -0.6
O -4.168 -3.387 0.033 0.4 -0.3 0.4
O -1.771 -2.749 0.428 -0.7 -1.1 0.1
H -2.201 -3.474 -2.696 0.1 0.1 0.2
H -3.379 -2.625 -4.625 -0.1 0.2 0.0
H -4.666 -0.793 -5.742 0.0 0.1 0.3
H -5.508 1.130 -4.388 0.1 -0.2 0.2
H -5.120 1.184 -1.905 0.2 -0.3 -0.2
H -3.791 -0.644 -0.820 -0.1 0.1 -0.3